C6H10O | ωB97M-V/def2-TZVPD

```
! RIJCOSX wB97M-V def2-TZVPD def2/J DEFGRID3
* xyz 0 1
O 2.1106 -0.9602 -0.2346
C 0.9937 -0.7868 0.5547
C 0.1009 0.3635 0.0480
C -1.7884 -1.3553 0.0252
C -0.0034 1.7230 0.6900
C 0.7213 1.5961 -0.5550
C -0.7170 -0.6251 -0.7155
H -1.6218 -2.4669 0.1893
H 2.5573 -0.1323 -0.2984
H 1.8365 1.5104 -0.6414
H -0.9089 2.2406 0.5548
H 0.5392 1.9194 1.6856
H 0.3028 1.8741 -1.5783
H -2.7740 -1.3398 -0.4263
H 0.8368 -1.5401 1.3445
H -0.3864 -0.9838 -1.7971
H -1.7991 -1.0368 1.1545
*
```

Output
Total energy, eV: -8426.7249
LUMO level, Ha: 0.03534
Orbital gap, eV: 8.196
Energy relative to the best compared isomer or geometry (same formula, charge and spin), kJ/mol: 435.7

---

C7H2Cl5F | ωB97M-V/def2-TZVPD

```
! RIJCOSX wB97M-V def2-TZVPD def2/J DEFGRID3
* xyz 0 1
Cl -2.4897 0.7392 1.4618
Cl -1.9849 -0.9625 -1.1819
Cl -0.1217 -3.0766 0.1084
Cl 3.5227 0.6308 1.3716
Cl 2.1327 2.4891 -0.8043
F -4.3875 0.7458 -0.0785
C -0.4415 -0.5486 -0.5760
C 1.2822 1.0396 -0.3571
C 2.0214 0.1905 0.5053
C 1.5171 -1.0511 0.6890
C 0.0839 0.6746 -0.9324
C -3.0431 0.9939 -0.0249
C 0.3219 -1.4618 0.0969
H 2.0915 -1.8373 1.1865
H -0.5051 1.4344 -1.4644
*
```

Output
Total energy, eV: -72617.7495
LUMO level, Ha: -0.00958
Orbital gap, eV: 8.943

---

C13H9Cl6N3O2 | ωB97M-V/def2-TZVPD

```
! RIJCOSX wB97M-V def2-TZVPD def2/J DEFGRID3
* xyz 0 1
Cl 2.0467 5.7132 -0.3212
Cl 0.2018 5.1881 -2.5226
Cl -2.4033 5.2931 2.5683
Cl -3.7176 2.7312 2.3509
Cl -3.4855 4.5481 -0.0161
Cl 2.6176 3.4723 -2.0373
O 2.5173 -2.5565 -0.4577
O 0.3405 -4.1930 0.0558
N 0.6640 2.1682 -0.3008
N -0.5550 4.0538 0.2793
N -1.1283 1.9794 1.1433
C 1.2336 -0.6274 0.1096
C 1.3249 -2.0131 -0.0466
C 0.4375 3.4710 -0.3712
C 0.0397 -0.0025 0.5040
C -1.0318 -0.8491 0.8282
C -2.6563 3.9169 1.4678
C 2.4796 -2.9399 -1.8436
C 0.2148 -2.8305 0.2536
C 1.2481 4.3709 -1.2794
C -0.0978 1.4544 0.4916
C -1.3646 3.3020 1.0263
C -0.7026 -5.0518 0.3827
C -0.9284 -2.2330 0.7914
H -1.5787 -4.8452 -0.2821
H -0.4427 -6.1037 0.2133
H -1.9825 -0.3787 1.1860
H -1.8305 -2.7622 1.0614
H 3.4789 -3.3172 -2.1296
H -1.0372 -4.9818 1.4416
H 1.8311 -3.8120 -1.9787
H 2.1434 -2.1414 -2.4930
H 2.1232 -0.0237 -0.0751
*
```

Output
Total energy, eV: -97325.4806
LUMO level, Ha: -0.02606
Orbital gap, eV: 8.185
Energy relative to the best compared isomer or geometry (same formula, charge and spin), kJ/mol: 6.7

---

C7H9ClOS | ωB97M-V/def2-TZVPD

```
! RIJCOSX wB97M-V def2-TZVPD def2/J DEFGRID3
* xyz 0 1
Cl 0.5055 -3.0112 1.8377
S -0.3989 1.0239 -2.6397
O -0.2017 0.0362 -3.6490
C 0.3795 -0.3389 -0.0497
C 0.3337 -0.5710 2.5431
C -1.8877 1.9347 -2.8554
C -0.7260 -0.9766 0.3449
C -0.5500 -1.5363 1.7222
C 1.6758 -0.0600 0.5774
C 1.3779 0.0698 2.0319
H 2.4425 -0.7644 0.3876
H 0.2231 -0.6624 3.6643
H 0.3837 2.1760 -3.2203
H -1.5446 -1.9453 2.1014
H 2.2285 0.9281 0.1862
H 2.0669 0.4623 2.7382
H -1.5702 -0.9334 -0.2841
H -2.0835 2.8465 -2.2182
H -2.6545 1.3220 -3.2186
*
```

Output
Total energy, eV: -32802.3809
LUMO level (alpha / beta), Ha: -0.02882 / -0.00123
Orbital gap (alpha / beta), eV: 7.585 / 8.641
Energy relative to the best compared isomer or geometry (same formula, charge and spin), kJ/mol: 678.9

---

C8H11N5O3 | ωB97M-V/def2-TZVPD

```
! RIJCOSX wB97M-V def2-TZVPD def2/J DEFGRID3
* xyz 0 1
O 4.0304 -1.8920 -1.5472
O 2.6526 1.0012 0.4885
O -3.7146 0.3704 -1.3207
N -2.5922 -1.2139 -0.0067
N -0.3352 -0.8124 0.9073
N 0.2575 1.3967 0.5433
N -1.4184 2.1109 -0.5491
N -1.3866 -2.9889 1.0213
C -0.3306 2.3261 0.1544
C -0.5468 0.3252 0.4315
C 1.4856 1.2998 1.2598
C -1.6038 0.7042 -0.4804
C 3.8738 -0.4311 -0.7805
C -2.8413 0.1341 -0.5594
C 2.5085 0.0037 -0.1627
C -1.3254 -1.6894 0.5764
H 2.2425 -1.1476 0.5436
H 4.2906 0.2947 -1.1256
H 1.5415 0.5661 2.0233
H -0.7251 -3.4254 1.6074
H 1.7258 2.2695 1.9746
H -2.1941 -3.5165 0.9035
H 1.8391 -0.1900 -0.9562
H 3.4901 -1.5052 -2.1868
H 0.2101 3.3978 -0.1193
H 4.6280 -0.7117 0.0466
H -3.2562 -1.7567 -0.6719
*
```

Output
Total energy, eV: -22058.8444
LUMO level, Ha: 0.00898
Orbital gap, eV: 8.160
Energy relative to the best compared isomer or geometry (same formula, charge and spin), kJ/mol: 632.5

---

C6H93N3O37P3S | ωB97M-V/def2-TZVPD

```
! RIJCOSX wB97M-V def2-TZVPD def2/J DEFGRID3
* xyz 1 1
S -1.0855 1.1319 -1.0321
P 0.1205 -2.5075 0.0089
P -4.8231 -0.8508 2.1887
P 0.2852 0.8694 0.3176
O 2.4805 0.4753 7.5531
O 1.1310 -5.5460 3.7001
O 1.9374 7.4249 -2.4748
O -2.1728 3.9819 -2.5673
O 1.5668 -9.1857 -5.0127
O 3.4541 3.8253 -2.8072
O 1.6733 0.5315 -2.9297
O 4.3398 -0.3737 -3.2201
O 3.7114 -0.4656 -6.1005
O -3.9601 2.8177 1.1269
O 3.7174 -3.4037 -6.8228
O 4.9730 1.8380 -7.0898
O 1.2230 -4.6468 -2.4758
O 4.2153 -5.6504 -2.2849
O -4.7322 1.9013 -1.7219
O 3.3500 -0.5983 1.6903
O 3.5658 2.1561 1.5136
O 0.8810 3.4274 6.7409
O 3.4377 -3.3259 0.0663
O -1.1856 7.6985 2.8028
O 0.2330 0.5834 5.3885
O 6.2280 -2.8093 2.3559
O -9.5139 3.3246 2.2675
O 2.0506 -6.2856 -4.1973
O -3.7922 -5.3959 -3.9476
O -1.9828 3.8376 2.6226
O -3.6857 -2.6034 -2.5498
O -3.0407 -4.2411 3.3741
O -6.2946 3.5561 4.0229
O -8.5404 0.7591 1.2648
O 4.2638 -6.0264 1.0171
O 2.1138 -2.9680 2.9000
O -0.0151 8.4815 0.0886
O 6.4670 0.2579 2.2078
O -1.4002 6.8721 -3.5996
O -1.1333 5.6750 -0.1364
O 1.4851 4.1360 -1.0907
N -0.9817 0.3815 2.8799
N -5.6425 0.3650 2.8715
N -2.4170 -1.5455 1.0277
C -0.9704 -1.6479 1.3673
C -0.1912 -0.2715 1.7686
C -0.6054 -2.2595 -1.7388
C -3.1162 -0.2956 1.4284
C -0.1152 -4.3912 0.3820
C -2.3427 0.7667 2.3715
H 3.1373 0.0950 -5.5572
H -3.4262 0.2777 0.4281
H 1.5094 0.3007 -0.2631
H 1.4928 -4.6766 3.4712
H -1.0587 -0.2096 3.7441
H -2.6453 3.6040 -3.3243
H -5.0855 1.2418 2.7719
H -0.5059 1.2793 3.1939
H 5.9164 -2.6963 3.2665
H 5.0364 -6.3043 0.5023
H 0.1386 -1.7279 -2.4961
H -4.5207 -1.9555 3.0610
H -4.3169 3.5675 0.6274
H 0.9928 -8.6251 -4.4694
H -2.8082 -3.6776 2.6208
H 3.4409 -5.8879 -2.8169
H -2.8057 3.5665 3.0567
H -2.9839 1.0865 3.3262
H 3.9438 0.0979 -6.8539
H -0.8319 8.0225 1.9608
H 1.1638 7.7857 -2.9337
H 2.7729 -6.8997 -4.3975
H 2.4756 -2.0986 2.6712
H 5.6953 1.2239 -7.2900
H 3.7023 -2.3940 0.0874
H 0.8441 0.7420 6.1236
H -1.0329 4.9808 0.5323
H 0.8405 -0.6104 2.2668
H -1.6029 -1.6349 -1.7815
H 0.5694 3.5404 7.6515
H -8.8091 -0.1358 1.0080
H 0.6868 2.1903 0.8020
H 1.8533 -6.1602 3.4998
H 0.0368 -4.6438 1.5321
H 2.5765 -0.2375 1.2314
H 0.6347 -5.0635 -0.2400
H -1.3716 3.9963 3.3577
H -1.4473 5.2007 -0.9209
H 1.7175 4.6995 -1.8441
H 1.9673 -4.7901 -1.8721
H 0.0757 3.2249 6.2413
H -8.7695 3.1814 2.8712
H 1.7993 -8.6222 -5.7661
H 0.7274 0.5519 -2.7200
H 3.8158 4.6947 -3.0360
H 4.9362 -6.1647 -2.6783
H -4.1378 -3.4270 -2.7873
H 3.9340 -2.6847 -6.2103
H 3.7823 2.8751 2.1260
H -1.6377 6.8749 2.5654
H -6.1871 2.5972 3.9329
H -1.3045 6.1269 -2.9876
H 0.9110 4.6966 -0.5474
H 4.1764 3.2112 -3.0075
H -1.8727 6.4942 -4.3565
H 3.1844 2.6089 0.7464
H -0.8631 -3.3251 -2.1892
H 1.9379 1.4635 -2.9085
H -2.2030 1.7773 1.7522
H 2.8423 1.3447 7.3243
H -6.0224 3.9040 3.1604
H 7.1879 -0.2564 1.8144
H -4.2385 -5.7184 -4.7450
H -3.3320 -2.2794 -3.3918
H -7.7961 0.6159 1.8686
H -3.1875 2.5398 0.6121
H 2.1894 8.1254 -1.8545
H -1.2462 -4.6786 0.1398
H 3.3719 -0.3262 -3.2143
H 3.6020 0.1022 2.3106
H -5.6510 -1.3559 1.0854
H 3.2028 -0.1388 7.3528
H -0.4672 7.6579 -0.1488
H 5.3348 2.7074 -7.3186
H 5.6927 0.0204 1.6758
H -0.8800 -2.3716 2.3129
H 0.3386 8.8055 -0.7533
H 4.5386 -1.0108 -3.9227
H 2.8361 -3.5822 2.6997
H -2.6799 -1.9214 0.0917
H 3.9071 -5.2766 0.5176
H 2.4918 -3.3056 0.2759
H 2.4123 -5.4162 -4.4261
H -0.5899 0.3123 5.8226
H -3.6147 -3.6805 3.9174
H -5.0438 2.0142 -0.8113
H -2.8771 -5.6967 -4.0537
H 3.3361 -2.9509 -7.5900
H 0.9543 -5.5418 -2.7326
H -2.0770 3.2367 -1.9554
H -5.5374 1.6988 -2.2214
H -9.7825 2.4297 2.0107
H 5.4227 -3.0118 1.8563
*
```

Output
Total energy, eV: -126651.7808
LUMO level, Ha: -0.12720
Orbital gap, eV: 7.893